87
Properties=species:S:1:pos:R:3:forces:R:3 method="wB97M-V/def2-TZVPD" e_homo_ev="-6.45 / -6.45" max_force_ev_per_a=3.6 energy_ev=-196285.562 spin_multiplicity=1 total_charge=0 lumo_ev="-1.2273 / -1.2143"
Te 2.5651 3.0270 1.6340 -0.024 0.368 0.316
H -0.1684 2.4147 2.6110 -0.106 0.108 0.013
H 3.8174 -0.3177 2.2098 0.020 0.114 -0.092
C -1.9315 -3.9426 0.9580 0.090 0.196 -0.017
H -0.5122 -4.9538 -2.5208 -0.003 -0.033 -0.026
C -3.3323 4.3369 1.5831 -0.705 -0.300 -0.185
C -4.7868 -0.4169 1.4039 -0.148 -0.018 -0.088
C 0.1215 -1.2780 -5.2374 0.172 0.424 -0.294
C -1.5251 4.0155 3.1926 0.325 -0.616 0.691
C -4.5643 -0.2054 2.7540 -0.088 0.052 0.217
C 1.7059 -2.5448 2.3266 -0.006 -0.165 0.036
H -1.2075 -6.6985 -0.8860 0.007 -0.051 0.012
C -1.4940 -2.9550 0.0699 0.122 -1.218 -0.634
H -3.5348 2.5955 0.2664 -0.087 0.074 0.056
H -0.0186 3.0043 0.2876 -0.076 0.193 -0.015
H 0.6232 0.0259 -6.8492 -0.012 -0.035 -0.106
Cl 0.6972 -0.0730 2.0296 -0.292 0.093 0.693
C -0.0450 -1.3653 -3.8384 -0.138 -0.239 0.512
C -3.7696 -0.8804 0.5941 0.129 0.049 0.043
O 3.1445 -0.0065 0.2984 -0.459 0.939 -0.353
C 4.2203 -0.0972 1.2128 0.745 -0.034 0.441
C 5.1517 -1.2053 0.7554 -0.302 0.229 0.001
Se -2.0741 0.9504 -1.5390 0.846 -0.885 0.305
C 0.5818 0.8502 -3.5763 0.237 1.223 -0.503
C 1.2148 -1.6022 1.4436 0.075 -0.193 -0.443
N -1.4941 -1.6058 0.2591 0.534 0.541 -0.239
H -3.6849 2.1983 1.9804 -0.005 0.117 0.000
N 0.2079 -0.3080 -3.0086 0.054 -1.207 -0.255
O 3.3609 1.9912 -1.2133 -0.473 0.161 0.659
C 3.7788 1.1175 -2.2553 0.132 -0.438 -0.426
Cl 2.2184 -2.9777 -2.0948 0.259 -0.153 -0.176
Mo -0.2367 -0.6068 -1.0218 -2.567 2.428 -0.503
H -2.2844 4.0066 3.9775 -0.028 0.141 -0.128
H 1.0206 1.9629 -5.3238 0.084 0.135 0.022
H -5.7647 -0.2378 0.9817 -0.104 0.023 -0.044
O 1.1030 1.0113 -0.6717 -0.559 -0.297 -0.280
C -1.0388 3.3736 0.3971 0.195 -0.019 -0.346
C 0.7393 1.0027 -4.9259 -0.052 0.097 0.514
Cl 3.0985 -5.2886 -0.2098 0.023 0.003 -0.043
H 4.6632 0.5640 -1.9158 -0.174 0.005 -0.021
H -3.9476 -1.0631 -0.4563 0.062 0.008 -0.099
H 4.9073 2.6538 -3.2416 0.071 0.036 -0.036
C -1.2916 -5.6516 -0.6325 -0.083 -0.111 0.067
H 4.6119 -2.1475 0.7209 0.003 -0.177 -0.020
C -2.4996 -1.1146 1.1203 -0.614 0.277 0.118
H -1.3432 -1.1886 2.9289 0.021 -0.022 -0.040
H 4.4773 1.2670 -4.2669 0.031 0.011 -0.118
P 2.4150 1.4022 -0.0280 1.712 -0.209 -0.957
H 0.7429 1.6799 -2.8954 -0.024 -0.144 -0.083
H -0.0550 5.0857 1.3183 -0.096 0.051 0.155
C -1.0066 -3.3513 -1.1965 -0.826 -1.175 1.176
N -1.7580 2.4984 1.2908 -0.056 -0.282 0.097
C 2.2333 -3.7307 1.8151 0.111 -0.011 -0.194
C 0.5051 -0.0872 -5.7827 -0.105 -0.616 0.101
H -0.6103 4.4602 3.5860 -0.079 0.163 -0.080
H 3.2548 2.4789 -3.8373 -0.092 0.052 -0.091
H -0.0958 -2.1542 -5.8233 -0.021 -0.108 -0.083
H 5.9894 -1.2974 1.4427 0.061 -0.022 0.051
H -1.7097 1.8233 3.2471 -0.045 0.132 0.062
C -0.9046 -4.6962 -1.5479 0.151 0.436 -0.130
N -2.0190 4.8463 2.0656 -0.148 0.696 0.232
H -2.3377 -3.6557 1.9169 -0.030 -0.021 0.069
C 1.8827 -2.8728 -0.4056 -0.202 0.462 -0.038
C -3.1595 2.8321 1.2637 -0.148 -0.183 -0.024
C 2.3624 -3.8711 0.4328 0.070 -0.206 0.392
H -1.3561 5.5329 0.1874 -0.071 0.082 0.137
H -4.0855 4.5117 2.3514 0.102 0.096 0.052
C -1.0448 4.8134 0.9446 0.676 -0.119 -0.604
H -2.1267 5.8096 2.3915 0.008 -0.235 -0.107
C -2.2935 -0.9387 2.4846 0.102 -0.179 -0.134
H -1.5223 3.3121 -0.5785 0.086 0.084 0.080
N -0.6758 -2.2735 -1.9755 1.007 1.237 -0.594
C -1.8106 -5.2726 0.6054 -0.020 -0.080 -0.094
H -2.1335 -6.0353 1.2996 -0.002 -0.042 0.067
H -3.6030 4.8976 0.6890 0.088 0.146 0.076
C -3.3201 -0.4809 3.2931 -0.124 -0.029 0.116
H -3.1492 -0.3737 4.3564 0.001 0.036 0.053
Cl 1.6463 -2.2839 4.0289 -0.004 0.025 0.059
C 1.1921 -1.7493 0.0529 0.912 -1.258 1.093
H 4.7536 0.8606 1.2600 -0.085 -0.148 0.079
C 4.1265 1.9358 -3.4839 -0.096 -0.118 0.372
Cl 2.7792 -4.9737 2.8740 -0.034 0.077 -0.026
H 5.5276 -0.9818 -0.2409 0.089 -0.051 -0.059
H -5.3655 0.1444 3.3895 -0.079 0.023 0.053
N -0.4876 -2.4715 -3.2585 -0.360 -0.389 -0.635
C -1.2462 2.5972 2.6328 0.232 -0.090 0.185
H 2.9833 0.3909 -2.4757 0.205 0.079 -0.010